C37H53KN11O5PSe2 | ωB97M-V with the def2-TZVPD basis set

Last column: Mulliken charge in e.
Geometry (Å):
K1 0.617 0.638 -0.464  2.09
N1 -0.263 -2.165 -2.119  -0.21
N2 -0.375 -1.830 -3.455  -0.31
C1 -0.231 -0.552 -3.832  0.23
N3 -0.349 -0.255 -5.134  -0.36
N4 -0.086 0.320 -2.842  -0.48
N5 0.266 1.578 -3.048  1.19
O1 0.633 2.011 -4.151  -0.83
O2 0.215 2.296 -2.053  -0.66
H1 0.367 -2.940 -1.975  0.24
H2 -1.153 -2.278 -1.640  0.05
H3 -0.660 -2.509 -4.143  0.16
H4 -0.306 -0.980 -5.829  0.21
H5 -0.041 0.677 -5.377  0.29
C2 -2.468 1.828 4.022  -0.84
O3 -1.488 1.411 3.061  -0.25
C3 -1.692 0.558 2.048  -1.79
O4 -0.693 0.368 1.350  0.48
H6 -1.925 2.480 4.705  0.33
H7 -2.875 0.987 4.572  0.28
H8 -3.274 2.377 3.539  0.30
C4 1.471 3.362 2.419  -0.54
O5 0.834 3.231 1.154  -0.46
H9 0.804 3.819 3.155  0.29
H10 2.333 4.014 2.278  0.33
H11 1.814 2.396 2.800  0.12
H12 0.111 2.599 1.268  0.04
Se1 2.284 -3.055 3.760  0.29
N6 3.482 -2.019 4.530  -0.87
C5 3.704 -1.019 3.694  0.84
C6 4.610 0.044 3.911  -0.66
C7 4.725 0.977 2.925  -0.62
C8 3.957 0.859 1.739  -0.66
N7 3.095 -0.093 1.487  0.48
C9 2.947 -1.039 2.454  0.14
N8 2.110 -2.056 2.325  -0.11
H13 5.183 0.094 4.827  0.48
H14 5.411 1.805 3.031  0.45
H15 4.069 1.596 0.950  0.29
N9 2.472 -2.351 -0.620  0.02
C10 3.206 -3.513 -0.398  0.65
C11 2.553 -4.739 -0.240  -0.09
C12 3.273 -5.912 -0.097  -0.75
C13 4.662 -5.893 -0.098  -0.49
C14 5.317 -4.677 -0.234  -0.62
C15 4.602 -3.499 -0.382  -0.42
H16 3.010 -1.508 -0.469  0.12
H17 1.637 -2.307 -0.053  -0.42
H18 1.468 -4.760 -0.218  0.32
H19 2.746 -6.851 0.016  0.39
H20 5.225 -6.810 0.010  0.38
H21 6.399 -4.643 -0.213  0.38
H22 5.123 -2.552 -0.479  0.40
C16 -4.412 -1.037 -1.516  -1.75
C17 -4.284 -2.065 -0.383  2.05
C18 -4.021 -3.426 -1.038  -1.84
C19 -5.621 -2.132 0.357  -1.54
P1 -2.688 -1.564 0.561  0.77
C20 -3.087 0.079 1.590  3.62
C21 -3.345 1.240 0.638  -1.84
C22 -4.431 2.065 0.758  -0.30
C23 -5.417 1.887 1.735  -1.19
C24 -5.259 0.810 2.624  -0.59
C25 -4.189 -0.035 2.592  -1.62
C26 -2.456 -2.874 1.941  2.12
C27 -1.777 -2.231 3.152  -1.63
C28 -3.694 -3.616 2.444  -1.99
C29 -1.474 -3.898 1.349  -1.63
H23 -5.165 -1.377 -2.234  0.56
H24 -3.462 -0.909 -2.045  0.18
H25 -4.719 -0.068 -1.130  0.34
H26 -4.859 -3.675 -1.698  0.52
H27 -3.930 -4.230 -0.307  0.32
H28 -3.113 -3.413 -1.649  0.22
H29 -6.429 -2.197 -0.380  0.52
H30 -5.787 -1.244 0.957  0.17
H31 -5.693 -3.009 1.000  0.28
H32 -2.614 1.393 -0.148  0.32
H33 -4.539 2.864 0.030  0.38
H34 -6.291 2.522 1.777  0.30
H35 -6.017 0.647 3.385  0.34
H36 -4.147 -0.863 3.291  0.08
H37 -2.441 -1.535 3.668  0.28
H38 -0.864 -1.712 2.871  -0.05
H39 -1.510 -3.019 3.864  0.61
H40 -4.439 -2.942 2.863  0.26
H41 -3.385 -4.308 3.236  0.54
H42 -4.166 -4.208 1.662  0.42
H43 -0.529 -3.405 1.111  0.08
H44 -1.867 -4.366 0.445  0.23
H45 -1.265 -4.689 2.082  0.54
C30 4.112 3.556 -4.740  -1.07
N10 3.384 4.082 -3.611  0.48
C31 2.993 3.366 -2.527  -0.51
Se2 3.328 1.615 -2.196  -0.30
N11 2.345 4.217 -1.698  0.31
C32 2.287 5.481 -2.255  0.40
C33 1.754 6.679 -1.808  -0.67
C34 1.908 7.785 -2.629  -0.52
C35 2.570 7.698 -3.853  -0.57
C36 3.114 6.502 -4.297  -0.79
C37 2.964 5.398 -3.475  0.53
H46 3.999 2.475 -4.746  0.32
H47 5.173 3.801 -4.668  0.32
H48 3.706 3.971 -5.661  0.36
H49 1.836 3.896 -0.884  0.14
H50 1.245 6.739 -0.855  0.47
H51 1.509 8.738 -2.311  0.39
H52 2.668 8.584 -4.466  0.38
H53 3.636 6.435 -5.242  0.39

Force components x, y, z for each atom (eV/Å):
K 1.469 -1.165 0.682
N -0.013 -0.175 0.336
N 0.006 0.008 -0.033
C 0.012 0.263 -0.204
N 0.137 0.094 0.067
N -0.219 -0.623 0.047
N -0.304 1.023 -1.301
O -0.180 -0.159 0.319
O -0.388 0.819 -1.059
H 0.096 0.079 -0.112
H -0.069 0.082 -0.041
H -0.096 -0.056 -0.002
H -0.012 -0.039 0.038
H 0.012 0.046 -0.071
C -0.178 0.132 -0.016
O 0.130 -0.219 0.045
C 0.109 0.034 -0.113
O -1.002 -0.042 1.485
H 0.042 0.005 -0.073
H 0.008 -0.034 -0.004
H -0.016 -0.054 -0.037
C 0.047 0.057 0.016
O 0.049 -0.158 -0.172
H 0.002 -0.030 -0.020
H 0.001 -0.019 0.011
H -0.038 0.013 0.000
H -0.149 0.062 0.138
Se -0.130 0.033 -0.017
N 0.175 0.080 0.098
C -0.382 -0.353 -0.228
C 0.264 0.526 -0.161
C 0.254 -0.229 0.652
C -0.516 -0.248 -0.614
N 0.109 0.432 -0.151
C 0.024 -0.354 0.579
N -0.015 0.124 -0.182
H -0.002 -0.024 0.002
H -0.024 0.036 -0.042
H 0.032 0.032 0.003
N 0.054 0.056 -0.202
C 0.107 -0.263 0.004
C -0.051 0.096 0.063
C 0.029 -0.008 0.014
C 0.021 -0.014 0.005
C 0.017 -0.045 0.018
C -0.054 0.098 0.008
H -0.004 0.035 0.035
H -0.022 -0.005 0.078
H -0.011 -0.013 -0.035
H -0.008 0.012 0.013
H -0.006 0.004 0.009
H -0.002 0.013 -0.028
H 0.001 -0.011 -0.032
C -0.007 -0.034 0.019
C 0.231 0.193 0.068
C 0.074 -0.026 0.054
C -0.012 0.020 -0.032
P -0.439 -0.130 0.296
C 0.524 -0.049 -0.376
C -0.210 0.098 -0.090
C 0.022 -0.320 0.054
C -0.322 0.271 0.097
C 0.159 0.009 -0.169
C -0.138 -0.139 0.119
C 0.064 0.005 -0.282
C 0.014 -0.027 0.075
C 0.015 -0.024 0.028
C 0.025 -0.008 0.190
H 0.007 -0.031 0.010
H -0.013 0.034 -0.019
H 0.019 0.110 0.017
H -0.014 0.034 -0.002
H 0.016 0.008 -0.096
H 0.003 -0.024 0.013
H 0.019 -0.031 -0.012
H -0.041 0.131 0.096
H -0.052 0.098 -0.033
H -0.049 -0.008 -0.063
H 0.025 0.027 0.004
H 0.041 0.021 0.007
H -0.024 -0.080 -0.021
H -0.139 0.128 -0.041
H 0.191 -0.075 -0.008
H 0.151 0.070 -0.019
H 0.014 0.000 0.012
H 0.004 -0.002 -0.030
H -0.002 -0.010 -0.007
H 0.012 -0.010 0.089
H 0.053 -0.019 -0.079
H 0.060 -0.002 0.031
H -0.029 -0.004 -0.035
C 0.093 -0.055 -0.103
N -0.169 -0.025 0.162
C 0.017 0.431 0.083
Se 0.557 -0.623 0.169
N -0.011 -0.021 -0.078
C 0.125 0.111 -0.152
C -0.014 -0.100 0.036
C -0.057 0.037 0.074
C 0.049 0.000 -0.062
C 0.030 -0.053 0.006
C -0.121 0.112 0.099
H -0.008 0.000 0.012
H -0.015 0.012 0.009
H -0.030 0.010 0.026
H 0.027 -0.032 0.070
H -0.025 0.031 -0.020
H -0.014 -0.011 -0.009
H 0.000 -0.004 0.002
H 0.002 0.022 -0.001

As for the gap between HOMO and LUMO: 3.3 eV. The calculation puts the molecular weight at 959.90 g/mol. For the relative energy (zero: lowest compared OMol25 entry of this formula, charge and spin), the calculation gives 471.7 kJ/mol. The max |F| comes out at 2.0 eV/A. For the total energy, the calculation gives -222159.36088 eV.